ORCA calculation (ωB97M-V with the def2-TZVPD basis set) on a 2-piece molecular cluster, C4H12OS overall at a distorted geometry.

```
18
Properties=species:S:1:pos:R:3
C 2.856 1.049 0.338
C 2.224 -0.268 0.734
O 1.711 -0.200 2.067
H 2.213 1.714 -0.243
H 3.790 0.907 -0.196
H 3.015 1.597 1.269
H 1.448 -0.698 0.095
H 2.985 -1.047 0.711
H 0.849 -0.636 2.061
C -3.412 -0.581 0.132
S -1.582 -0.394 0.055
C -1.328 0.060 -1.683
H -3.576 -1.305 -0.648
H -3.450 -1.150 1.062
H -3.966 0.316 0.362
H -2.154 -0.184 -2.333
H -0.408 -0.329 -2.107
H -1.214 1.149 -1.674
```

The calculation puts the largest force on an atom at 0.05295 Eh/bohr. The calculation puts the frontier orbital gap at 9.596 eV. Its energy above the lowest of the compared OMol25 structures with the same formula, charge and spin is 120.4 kJ/mol. As for the SMILES: CCO.CSC.

---

ORCA calculation (ωB97M-V with the def2-TZVPD basis set) on a 2-piece molecular cluster, C4H12OS overall at a distorted geometry.

```
18
Properties=species:S:1:pos:R:3
C 0.110 -2.034 1.610
C 0.718 -0.652 1.791
O 1.989 -0.470 1.198
H -0.340 -2.213 0.623
H -0.540 -2.357 2.417
H 0.897 -2.801 1.542
H 0.016 0.018 1.280
H 0.672 -0.475 2.875
H 2.340 0.300 1.641
C 0.758 1.563 -1.575
S -0.834 2.072 -2.380
C -2.120 0.805 -1.772
H 0.837 0.729 -0.866
H 1.450 1.227 -2.324
H 0.994 2.424 -0.955
H -3.087 1.249 -1.963
H -2.012 0.603 -0.715
H -1.848 0.012 -2.427
```

The calculation puts the largest force on an atom at 0.04442 Eh/bohr. The calculation puts the frontier orbital gap at 9.214 eV. Its energy above the lowest of the compared OMol25 structures with the same formula, charge and spin is 146.0 kJ/mol. As for the SMILES: CCO.CSC.

---

ORCA calculation (ωB97M-V with the def2-TZVPD basis set) on a 2-piece molecular cluster, C4H12OS2 overall.

```
19
Properties=species:S:1:pos:R:3
C -0.710 -0.428 -1.764
C 0.481 -1.273 -1.289
S 0.503 -1.829 0.416
S 0.296 -0.079 1.497
C 1.983 0.469 1.753
C 2.783 0.783 0.480
H -1.018 -0.803 -2.734
H -0.459 0.627 -1.795
H -1.550 -0.552 -1.074
H 1.421 -0.776 -1.517
H 0.511 -2.202 -1.858
H 1.826 1.393 2.311
H 2.533 -0.250 2.364
H 3.551 1.527 0.709
H 2.127 1.258 -0.240
H 3.197 -0.139 0.070
O -6.132 0.580 0.706
H -5.635 1.356 0.429
H -5.709 0.336 1.535
```

The calculation puts the largest force on an atom at 0.01729 Eh/bohr. The calculation puts the frontier orbital gap at 9.504 eV. Its energy above the lowest of the compared OMol25 structures with the same formula, charge and spin is 17.4 kJ/mol. As for the SMILES: CCSSCC.O.